C28H42NO2ReSi as an isolated structure at a distorted geometry, computed with ωB97M-V/def2-TZVPD.

Values from the calculation:
2S+1: 4
Lowest unoccupied orbital energy (alpha / beta): -1.920 / -4.725 eV
Charge: +1

The geometry in XYZ format:
```
75
Properties=species:S:1:pos:R:3:lowdin_spin:R:1
O 2.1974 4.1136 -1.8589 0.00
C 1.4157 4.3809 -3.0595 0.00
C 2.1562 5.6703 -3.3863 0.00
H 0.3530 4.5207 -2.8373 0.00
H 1.5776 3.5667 -3.7793 0.00
C 2.9091 5.3702 -2.0761 0.00
H 1.5305 6.5636 -3.3995 0.00
H 2.7498 5.5672 -4.2972 0.00
C 2.6594 6.3405 -0.9408 0.00
H 1.5881 6.5470 -0.8132 0.00
H 3.1523 7.3039 -1.1366 0.00
H 3.0740 5.9297 -0.0089 0.00
C 4.3923 5.1652 -2.2903 0.00
H 4.5875 4.4693 -3.1135 0.00
H 4.8613 4.7897 -1.3728 0.00
H 4.8680 6.1216 -2.5436 0.00
Re 0.8384 -1.2701 0.7502 1.43
C 1.5912 -3.2413 0.2209 0.01
C 0.5102 -2.9326 -0.6825 0.08
C 0.8494 -1.7380 -1.3886 0.08
H -0.4022 -3.4996 -0.7958 0.01
C 2.1392 -1.2789 -0.9080 0.03
C 2.6046 -2.2329 0.0699 0.01
H 3.5587 -2.2100 0.5810 0.00
H 1.6154 -4.1066 0.8685 0.00
H 0.2432 -1.2662 -2.1423 0.01
H 2.6698 -0.4041 -1.2523 0.00
C 0.6555 -1.5522 2.9493 0.02
C 1.9543 -1.0603 2.5659 0.01
C 1.7770 0.2291 1.9298 0.02
H 2.8972 -1.5510 2.7674 0.00
C 0.3562 0.5319 1.9670 0.08
C -0.3224 -0.5652 2.5719 0.08
H -1.3910 -0.6448 2.7290 0.01
H 0.4295 -2.4860 3.4507 0.00
H 2.5475 0.8832 1.5362 0.00
H -0.1267 1.4372 1.6306 0.01
O -0.3608 3.2711 -0.9681 0.01
C 0.7612 2.3497 -0.8431 0.01
C 0.8641 1.5570 -2.1444 0.00
H 0.5920 1.6821 0.0223 0.01
H 1.6580 2.9088 -0.5755 0.00
C -0.4372 1.8790 -2.8986 0.00
H 0.8803 0.4950 -1.9288 0.00
H 1.7576 1.8314 -2.7029 0.00
C -1.2905 2.4899 -1.7856 0.00
H -0.9147 0.9969 -3.3434 0.00
H -0.2443 2.6182 -3.6837 0.00
H -1.7012 1.6346 -1.1886 0.00
H -2.1383 3.0971 -2.1300 0.00
C -0.3066 -5.7168 1.7205 0.00
Si -1.8227 -4.6665 2.0511 0.05
C -3.3842 -5.6648 1.7642 0.02
C -1.6902 -4.3722 3.9024 0.01
N -1.8707 -3.2378 1.0615 0.44
C -2.7808 -2.2962 0.9042 0.06
C -2.8140 -1.4268 -0.2440 0.15
C -3.7699 -0.4313 -0.3648 -0.01
C -4.7177 -0.2219 0.6515 0.19
C -4.7566 -1.0879 1.7495 -0.01
C -3.8044 -2.0815 1.8959 0.15
H -0.4696 -6.6972 2.1985 0.00
H 0.6030 -5.2885 2.1662 0.00
H -0.1262 -5.8864 0.6521 0.00
H -3.3014 -6.6559 2.2310 0.00
H -4.2656 -5.1667 2.1907 0.00
H -3.5686 -5.8030 0.6908 0.00
H -0.6492 -4.2685 4.2357 0.00
H -2.2627 -3.5078 4.2576 0.00
H -2.0953 -5.2693 4.3970 0.00
H -2.0825 -1.6066 -1.0350 0.01
H -3.7670 0.1945 -1.2609 0.00
H -5.4268 0.6046 0.5714 0.01
H -5.5343 -0.9804 2.5066 0.00
H -3.8297 -2.7376 2.7712 0.01
```